1.
Computed, not measured: an isolated molecule of C5H5N3O7, with wB97M-V/def2-TZVPD.

Last column: Löwdin charge in e.
CARTESIAN COORDINATES (ANGSTROEM)
C -1.41485 -0.82136 -0.36526  0.251
C -1.97954 -0.66247 0.78709  -0.078
C 0.11800 0.90504 0.18757  -0.244
C -1.31382 0.21073 1.80756  -0.257
C 1.45738 0.66811 -0.46690  0.022
N -0.72547 1.74993 -0.53248  -0.325
N -1.23083 -0.52606 3.16706  -0.294
N -2.47654 1.39953 2.13249  -0.375
O -0.43311 1.97716 -1.74228  0.039
O -2.24342 -1.11247 3.49448  0.109
O -3.56400 1.26776 1.75447  0.142
O -1.72718 2.26157 -0.03767  0.097
O -0.18432 -0.46107 3.78901  0.138
O -2.09401 2.20889 2.88677  0.140
O -0.09890 0.70829 1.49471  0.121
H -1.25288 -1.27411 -1.34638  0.101
H -2.88588 -1.10079 1.22649  0.138
H 1.77847 -0.39263 -0.38714  0.102
H 2.29570 1.28054 -0.00191  0.127
H 1.30331 0.71236 -1.48572  0.048

orbital gap (alpha / beta): 8.042 / 8.039 eV
HOMO (alpha / beta): -10.022 / -10.026 eV
charge: 0
relative energy (zero: lowest compared OMol25 entry of this formula, charge and spin): 298.4 kJ/mol
strongest force on any atom: 4.63 eV/Å
spin multiplicity: 1


2.
Computed, not measured: a structure of composition C28H20ClIKN5O2, with wB97M-V/def2-TZVPD.

Last column: Löwdin charge in e.
CARTESIAN COORDINATES (ANGSTROEM)
K -1.05923 -0.57536 0.94415  0.496
O 2.76772 1.67006 3.17764  -0.079
C 1.94735 1.22721 2.33458  -0.556
N 1.05249 0.27722 2.48964  -0.003
C 1.10974 -0.28518 3.81660  -0.211
C 0.31427 -1.55648 4.03109  -0.252
C 0.41266 -2.19511 5.27586  -0.046
C -0.29841 -3.35343 5.50455  -0.099
C -1.10619 -3.85649 4.48984  -0.086
C -1.15408 -3.16335 3.29537  -0.130
N -0.45048 -2.05325 3.06920  0.055
C 1.98006 1.91643 0.96708  -0.150
C 2.87740 2.88872 0.73722  -0.031
C 2.82302 3.69430 -0.47327  -0.089
C 2.05465 3.35232 -1.50715  -0.053
C 1.29639 2.06557 -1.45534  -0.148
N 1.14455 1.49649 -0.09175  0.056
H 0.76115 0.43528 4.57583  0.127
H 2.14565 -0.49909 4.12177  0.115
H 1.04942 -1.76256 6.03870  0.105
H -0.23132 -3.85983 6.46100  0.091
H -1.69511 -4.75516 4.62060  0.089
H -1.77105 -3.49460 2.46677  0.108
H 3.58036 3.09623 1.53116  0.097
H 3.38474 4.62214 -0.50133  0.090
H 1.94760 3.99022 -2.37667  0.100
H 1.70135 1.32089 -2.15211  0.148
Cl 0.65916 -5.58363 -5.03869  0.551
C 0.07711 -4.68658 -3.64336  -0.702
C -0.33248 -5.38248 -2.49889  -0.146
C -0.77174 -4.70280 -1.39945  -0.022
C -0.82465 -3.25858 -1.33407  -0.399
O -1.14845 -2.66161 -0.28545  -0.163
C -0.43315 -2.58104 -2.55872  -0.126
C -0.43620 -1.14752 -2.74727  -0.101
N -0.81432 -0.22792 -1.93510  0.108
C -0.81519 1.07498 -2.43329  -0.200
C -1.20374 1.41656 -3.67763  -0.045
C -1.17600 2.80450 -4.12284  -0.098
C -1.02760 3.81358 -3.25245  -0.077
C -0.87786 3.50114 -1.83506  -0.174
C -1.34712 4.28468 -0.85521  -0.024
C -1.32227 3.88486 0.54028  -0.058
C -0.75224 2.72332 0.87631  -0.083
N -0.29665 1.81563 -0.08128  -0.035
C -0.26020 2.16135 -1.51767  -0.230
C 0.02284 -3.31888 -3.66349  -0.105
H -0.29440 -6.46611 -2.49331  0.090
H -1.08560 -5.23695 -0.51097  0.102
H -0.04938 -0.85211 -3.73464  0.111
H -1.57393 0.66085 -4.35835  0.099
H -1.34738 3.00677 -5.17451  0.088
H -1.10759 4.84952 -3.56254  0.098
H -1.78856 5.24038 -1.11962  0.105
H -1.79829 4.49487 1.29360  0.094
H -0.67607 2.33639 1.88575  0.117
H 0.33697 -2.78557 -4.55470  0.099
I -4.11971 0.17916 2.40163  -0.616

orbital gap: 6.082 eV
HOMO: -1.957 eV
charge: -2
relative energy (zero: lowest compared OMol25 entry of this formula, charge and spin): 418.2 kJ/mol
strongest force on any atom: 0.76 eV/Å
spin multiplicity: 1


What is the formula in the first record? C5H5N3O7


The lowest strongest force on any atom belongs to which entry? C28H20ClIKN5O2